Density functional theory data (the ωB97M-V functional and the def2-TZVPD basis) for a cluster of 8 separate species, C28H54FNO17S6 in total at a distorted geometry.

As for the spin multiplicity: 2. The frontier orbital gap (alpha / beta) is 8.4 / 1.9 eV. As for the charge: +1. The calculation puts the total energy at -4921.45557 Eh. As for the HOMO energy (alpha / beta): -11.774 / -11.774 eV. The LUMO energy (alpha / beta) is -0.12544 / -0.36153 Eh. The expectation value of S² is 0.759.

Each atom is followed by the atoms it is bonded to, with distances in Å.
CARTESIAN COORDINATES (ANGSTROEM)
1 C -13.04144 -1.25114 7.49686  N2 1.485, H5 1.090, H6 1.090, H7 1.090
2 N -13.26949 0.14765 7.94181  C1 1.485, O3 1.185, O4 1.249
3 O -14.35790 0.58919 7.78865  N2 1.185
4 O -12.29462 0.77189 8.41143  N2 1.249
5 H -12.99899 -1.95062 8.33174  C1 1.090
6 H -12.14986 -1.28000 6.87047  C1 1.090
7 H -13.96933 -1.54028 7.00338  C1 1.090
8 C -15.39413 0.37156 12.85648  C9 1.465, C14 1.546, H15 1.090, H16 1.090
9 C -14.96720 1.19030 13.99339  C8 1.465, C10 1.598, H17 1.090, H18 1.090
10 C -13.45932 1.65310 13.73635  C9 1.598, S11 1.869, H19 1.090, H20 1.090
11 S -12.78405 0.39508 12.53060  C10 1.869, O12 1.462, O13 1.433, C14 1.860
12 O -11.67782 -0.34537 13.13463  S11 1.462
13 O -12.56276 1.06370 11.28265  S11 1.433
14 C -14.30700 -0.67340 12.51329  C8 1.546, S11 1.860, H21 1.090, H22 1.090
15 H -15.49635 1.11932 12.07003  C8 1.090
16 H -16.28962 -0.18804 13.12676  C8 1.090
17 H -14.88052 0.48537 14.82023  C9 1.090
18 H -15.69441 1.91125 14.36688  C9 1.090
19 H -12.75661 1.75135 14.56379  C10 1.090
20 H -13.41965 2.62316 13.24087  C10 1.090
21 H -14.09289 -1.46019 13.23663  C14 1.090
22 H -14.29195 -1.18194 11.54931  C14 1.090
23 C -12.66128 3.75412 7.66062  C24 1.602, C29 1.544, H30 1.090, H31 1.090
24 C -12.55479 4.62947 8.99825  C23 1.602, C25 1.481, H32 1.090, H33 1.090
25 C -11.28074 5.37416 8.86950  C24 1.481, S26 1.913, H34 1.090, H35 1.090
26 S -11.16139 6.00799 7.06826  C25 1.913, O27 1.449, O28 1.481, C29 1.936
27 O -9.87739 5.76507 6.44142  S26 1.449
28 O -11.72077 7.37329 6.93713  S26 1.481
29 C -12.43288 4.68555 6.45073  C23 1.544, S26 1.936, H36 1.090, H37 1.090
30 H -13.63841 3.27515 7.59821  C23 1.090
31 H -11.93856 2.93843 7.68110  C23 1.090
32 H -12.54984 3.90516 9.81278  C24 1.090
33 H -13.35963 5.30303 9.29259  C24 1.090
34 H -10.52606 4.59624 8.98525  C25 1.090
35 H -11.08919 6.09572 9.66370  C25 1.090
36 H -12.29613 4.31987 5.43305  C29 1.090
37 H -13.44093 5.09579 6.39039  C29 1.090
38 C -14.53651 1.88124 4.89574  C39 1.583, C44 1.581, H45 1.090, H46 1.090
39 C -13.76074 2.29653 3.57992  C38 1.583, C40 1.522, H47 1.090, H48 1.090
40 C -14.77484 2.26984 2.44473  C39 1.522, S41 1.796, H49 1.090, H50 1.090
41 S -15.96360 0.96603 2.78205  C40 1.796, O42 1.447, O43 1.464, C44 1.817
42 O -15.60291 -0.23931 2.06707  S41 1.447
43 O -17.32702 1.49961 2.80733  S41 1.464
44 C -15.44396 0.65011 4.49445  C38 1.581, S41 1.817, H51 1.090, H52 1.090
45 H -15.15220 2.69384 5.28137  C38 1.090
46 H -13.81237 1.54791 5.63912  C38 1.090
47 H -12.89795 1.65638 3.39583  C39 1.090
48 H -13.48265 3.31661 3.84491  C39 1.090
49 H -14.62244 2.49199 1.38855  C40 1.090
50 H -15.36590 3.17152 2.60512  C40 1.090
51 H -14.83840 -0.25569 4.46428  C44 1.090
52 H -16.29527 0.38363 5.12085  C44 1.090
53 C -17.52914 3.21589 9.82271  C54 1.487, C59 1.490, H60 1.090, H61 1.090
54 C -16.49194 3.19615 8.75705  C53 1.487, C55 1.543, H62 1.090, H63 1.090
55 C -16.62875 4.30659 7.69438  C54 1.543, S56 1.809, H64 1.090, H65 1.090
56 S -17.21887 5.67491 8.72065  C55 1.809, O57 1.458, O58 1.491, C59 1.962
57 O -18.50302 6.17312 8.24123  S56 1.458
58 O -16.11189 6.59891 9.10134  S56 1.491
59 C -17.58425 4.61556 10.33130  C53 1.490, S56 1.962, H66 1.090, H67 1.090
60 H -17.31306 2.56266 10.66811  C53 1.090
61 H -18.49271 2.92817 9.40217  C53 1.090
62 H -16.34224 2.19046 8.36426  C54 1.090
63 H -15.55137 3.14670 9.30566  C54 1.090
64 H -17.30627 4.02419 6.88859  C55 1.090
65 H -15.69730 4.56026 7.18827  C55 1.090
66 H -18.51540 4.94312 10.79366  C59 1.090
67 H -16.76554 4.87321 11.00318  C59 1.090
68 C -8.90499 1.77816 8.31012  C69 1.509, C74 1.527, H75 1.090, H76 1.090
69 C -7.52480 2.18302 8.76507  C68 1.509, C70 1.490, H77 1.090, H78 1.090
70 C -6.59467 1.07973 8.39563  C69 1.490, S71 1.857, H79 1.090, H80 1.090
71 S -7.42302 -0.54994 8.72406  C70 1.857, O72 1.450, O73 1.473, C74 1.895
72 O -7.20589 -0.93669 10.10457  S71 1.450
73 O -7.15218 -1.52459 7.65286  S71 1.473
74 C -9.11310 0.27778 8.50577  C68 1.527, S71 1.895, H81 1.090, H82 1.090
75 H -9.15252 1.93090 7.25965  C68 1.090
76 H -9.74038 2.18237 8.88182  C68 1.090
77 H -7.44532 2.31552 9.84407  C69 1.090
78 H -7.19975 3.10887 8.29047  C69 1.090
79 H -5.65853 1.09808 8.95366  C70 1.090
80 H -6.32910 1.21681 7.34740  C70 1.090
81 H -9.56646 0.08582 9.47825  C74 1.090
82 H -9.65921 -0.11665 7.64887  C74 1.090
83 C -10.29322 -2.82538 10.50687  C84 1.481, C89 1.545, H90 1.090, H91 1.090
84 C -10.77634 -3.89527 9.60317  C83 1.481, C85 1.540, H92 1.090, H93 1.090
85 C -12.06319 -4.49216 10.20257  C84 1.540, S86 1.831, H94 1.090, H95 1.090
86 S -11.91544 -4.44790 12.02660  C85 1.831, O87 1.462, O88 1.470, C89 1.853
87 O -11.61803 -5.74792 12.62486  S86 1.462
88 O -13.05978 -3.71320 12.58542  S86 1.470
89 C -10.42824 -3.34453 11.95540  C83 1.545, S86 1.853, H96 1.090, H97 1.090
90 H -10.90125 -1.92425 10.42713  C83 1.090
91 H -9.30310 -2.55021 10.14348  C83 1.090
92 H -10.02643 -4.65678 9.81728  C84 1.090
93 H -10.81367 -3.62914 8.54682  C84 1.090
94 H -12.32851 -5.48632 9.84291  C85 1.090
95 H -12.96236 -3.90458 10.01730  C85 1.090
96 H -9.52907 -3.85652 12.29810  C89 1.090
97 H -10.58136 -2.56026 12.69673  C89 1.090
98 C -15.33428 -3.79508 2.04094  C99 1.485, O103 1.461, H105 1.090, H106 1.090
99 C -15.92332 -4.81178 2.94863  C98 1.485, O100 1.425, F104 1.330, H107 1.090
100 O -15.37516 -4.39616 4.19672  C99 1.425, C101 1.270
101 C -14.40251 -3.58768 4.08309  O100 1.270, O102 1.232, O103 1.345
102 O -13.75780 -3.18454 5.05220  C101 1.232
103 O -14.22143 -3.22853 2.79952  C98 1.461, C101 1.345
104 F -15.50356 -6.04515 2.68071  C99 1.330
105 H -16.05650 -3.04399 1.72101  C98 1.090
106 H -15.00299 -4.19201 1.08136  C98 1.090
107 H -17.00691 -4.72948 2.86398  C99 1.090

Density functional theory data (the ωB97M-V functional and the def2-TZVPD basis) for an isolated molecule of C28H54FNO4 at a distorted geometry.

The structure (SMILES) is C=CC(=O)OCCCCCC[C@@H](OCF)[C@@](CCC)(CCCCCCCCCCC)OCCN. The frontier orbital gap is 8.7 eV. As for the charge: 0. The calculation puts the total energy at -1554.56827 Eh. As for the HOMO energy: -8.971 eV. The LUMO energy is -0.01019 Eh.

Each atom is followed by the atoms it is bonded to, with distances in Å.
CARTESIAN COORDINATES (ANGSTROEM)
1 C 1.37719 -1.70498 3.21202  C2 1.415, H35 1.149, H36 1.136
2 C 2.31161 -2.14448 2.24393  C1 1.415, C3 1.581, H37 1.142
3 C 2.01569 -3.22373 1.12694  C2 1.581, O4 1.255, O5 1.420
4 O 3.00904 -3.74698 0.56625  C3 1.255
5 O 0.72647 -3.61284 0.67520  C3 1.420, C6 1.458
6 C 0.07749 -4.51911 1.61441  O5 1.458, C7 1.606, H38 1.147, H39 1.143
7 C -1.30240 -4.96460 0.92428  C6 1.606, C8 1.608, H40 1.155, H41 1.148
8 C -2.28044 -3.72637 0.61382  C7 1.608, C9 1.619, H42 1.154, H43 1.154
9 C -2.52716 -2.78556 1.90815  C8 1.619, C10 1.626, H44 1.140, H45 1.155
10 C -3.88080 -1.91572 1.67562  C9 1.626, C11 1.624, H46 1.152, H47 1.139
11 C -3.60712 -0.31860 1.78724  C10 1.624, C12 1.599, H48 1.151, H49 1.144
12 C -3.18306 0.23562 0.34857  C11 1.599, O13 1.470, C16 1.633, H50 1.155
13 O -4.31773 0.72133 -0.44987  C12 1.470, C14 1.429
14 C -4.88843 -0.33459 -1.22454  O13 1.429, F15 1.453, H51 1.137, H52 1.137
15 F -5.79091 0.31126 -2.16243  C14 1.453
16 C -2.05959 1.41930 0.40113  C12 1.633, C17 1.633, C20 1.576, O31 1.418
17 C -2.37981 2.39415 1.67136  C16 1.633, C18 1.597, H53 1.155, H54 1.146
18 C -3.86433 2.98285 1.69460  C17 1.597, C19 1.600, H55 1.157, H56 1.152
19 C -4.14918 4.19395 0.68916  C18 1.600, H57 1.152, H58 1.140, H59 1.155
20 C -0.67772 0.73434 0.72642  C16 1.576, C21 1.580, H60 1.155, H61 1.156
21 C 0.02408 -0.22168 -0.31777  C20 1.580, C22 1.589, H62 1.155, H63 1.155
22 C -0.59243 -0.41491 -1.76969  C21 1.589, C23 1.627, H64 1.136, H65 1.158
23 C 0.46474 -0.01742 -2.94072  C22 1.627, C24 1.619, H66 1.136, H67 1.155
24 C 1.79421 -0.94001 -2.87902  C23 1.619, C25 1.609, H68 1.148, H69 1.155
25 C 3.15057 -0.11107 -3.12640  C24 1.609, C26 1.609, H70 1.142, H71 1.147
26 C 3.40134 1.05490 -2.04583  C25 1.609, C27 1.613, H72 1.156, H73 1.145
27 C 4.86405 1.72009 -2.18626  C26 1.613, C28 1.612, H74 1.152, H75 1.141
28 C 5.92192 1.22160 -1.07717  C27 1.612, C29 1.602, H76 1.148, H77 1.149
29 C 5.64331 -0.24469 -0.49463  C28 1.602, C30 1.634, H78 1.146, H79 1.137
30 C 6.82302 -0.53395 0.59818  C29 1.634, H80 1.147, H81 1.143, H82 1.138
31 O -2.22452 2.19167 -0.77619  C16 1.418, C32 1.421
32 C -1.09018 2.85859 -1.31129  O31 1.421, C33 1.624, H83 1.138, H84 1.157
33 C -0.70563 4.28238 -0.63210  C32 1.624, N34 1.496, H85 1.155, H86 1.135
34 N 0.59901 4.28271 0.09939  C33 1.496, H87 1.028, H88 1.033
35 H 1.74313 -1.06088 4.08987  C1 1.149
36 H 0.26043 -1.91041 3.16658  C1 1.136
37 H 3.34836 -1.66852 2.29293  C2 1.142
38 H 0.75935 -5.41879 1.81844  C6 1.147
39 H -0.13256 -4.03659 2.62857  C6 1.143
40 H -1.01348 -5.40346 -0.10426  C7 1.155
41 H -1.81627 -5.81875 1.49459  C7 1.148
42 H -3.29070 -4.18534 0.29733  C8 1.154
43 H -1.89019 -3.11530 -0.28343  C8 1.154
44 H -1.62436 -2.14178 2.17150  C9 1.140
45 H -2.79152 -3.51973 2.75916  C9 1.155
46 H -4.68105 -2.20591 2.45176  C10 1.152
47 H -4.29011 -2.21875 0.65670  C10 1.139
48 H -2.77257 -0.21880 2.57428  C11 1.151
49 H -4.57545 0.12768 2.20241  C11 1.144
50 H -2.80108 -0.68672 -0.23290  C12 1.155
51 H -5.55262 -0.97094 -0.55653  C14 1.137
52 H -4.15017 -0.91560 -1.86569  C14 1.137
53 H -2.22965 1.84294 2.67499  C17 1.155
54 H -1.66221 3.28567 1.72566  C17 1.146
55 H -4.01804 3.41681 2.75622  C18 1.157
56 H -4.69113 2.18655 1.59887  C18 1.152
57 H -4.15049 3.82929 -0.40343  C19 1.152
58 H -3.49536 5.11328 0.85078  C19 1.140
59 H -5.23922 4.52387 0.88282  C19 1.155
60 H -0.80814 0.14716 1.71246  C20 1.155
61 H 0.07072 1.57149 1.00175  C20 1.156
62 H 1.11387 0.13550 -0.45533  C21 1.155
63 H 0.13183 -1.26361 0.16848  C21 1.155
64 H -1.61684 0.03756 -1.96173  C22 1.136
65 H -0.73703 -1.55345 -1.92208  C22 1.158
66 H 0.68639 1.09597 -2.98299  C23 1.136
67 H -0.05730 -0.27265 -3.93894  C23 1.155
68 H 1.73560 -1.79914 -3.63876  C24 1.148
69 H 1.90869 -1.45021 -1.84935  C24 1.155
70 H 3.07833 0.34668 -4.16989  C25 1.142
71 H 4.05266 -0.81798 -3.08162  C25 1.147
72 H 2.65044 1.89227 -2.31277  C26 1.156
73 H 3.14359 0.74975 -0.97305  C26 1.145
74 H 4.73354 2.85408 -2.03076  C27 1.152
75 H 5.30274 1.57522 -3.22998  C27 1.141
76 H 6.01521 1.98584 -0.22594  C28 1.148
77 H 6.94938 1.20712 -1.59068  C28 1.149
78 H 4.66803 -0.30510 0.10347  C29 1.146
79 H 5.67072 -1.05643 -1.28978  C29 1.137
80 H 7.32792 0.46717 0.83907  C30 1.147
81 H 6.36346 -0.93885 1.56311  C30 1.143
82 H 7.57717 -1.27974 0.18496  C30 1.138
83 H -0.11747 2.27554 -1.39994  C32 1.138
84 H -1.36472 3.13913 -2.39986  C32 1.157
85 H -0.61028 5.07518 -1.46633  C33 1.155
86 H -1.49677 4.67617 0.08070  C33 1.135
87 H 1.27152 3.81670 -0.52305  N34 1.028
88 H 0.43137 3.73539 0.95885  N34 1.033